(1)
Formula: C39H34BiN6O5
Source: the OMol25 dataset
Level of theory: ωB97M-V with the def2-TZVPD basis set

ORCA input file:
```
! RIJCOSX wB97M-V def2-TZVPD def2/J DEFGRID3
* xyz -1 1
Bi -0.36 -0.74 0.77
N 0.96 3.19 -3.20
C 1.08 1.83 -3.55
C 1.57 1.56 -4.83
C 1.65 0.23 -5.21
C 1.25 -0.77 -4.34
C 0.81 -0.41 -3.05
N 0.76 0.89 -2.68
C 0.09 3.87 -2.34
C 0.10 5.28 -2.44
C -0.75 6.01 -1.65
C -1.60 5.35 -0.77
C -1.53 3.97 -0.74
N -0.71 3.24 -1.49
H 1.37 3.80 -3.89
H 1.88 2.36 -5.50
H 2.05 -0.03 -6.18
H 1.36 -1.81 -4.61
H 1.22 -0.99 -1.15
H 0.75 5.77 -3.16
H -0.76 7.09 -1.71
H -2.28 5.89 -0.13
H -2.18 3.39 -0.08
O -0.40 -3.45 3.99
C -0.27 -2.88 2.93
O -0.68 -1.64 2.71
C 0.36 -3.54 1.73
C 0.76 -4.82 1.76
C 1.22 -5.46 0.54
C 1.24 -4.77 -0.60
C 0.99 -3.29 -0.65
N 0.43 -2.74 0.61
H 0.66 -5.37 2.69
H 1.48 -6.51 0.56
H 1.55 -5.22 -1.53
H 1.99 -2.84 -0.79
C 0.60 -1.35 -1.97
C 0.15 -2.71 -1.80
C -0.96 -3.41 -2.21
C -2.12 -2.94 -3.02
C -3.41 -3.43 -2.73
C -4.53 -3.02 -3.43
C -4.42 -2.11 -4.47
C -3.16 -1.61 -4.77
C -2.04 -2.01 -4.06
C -1.23 -4.77 -1.61
C -1.63 -4.91 -0.28
C -1.91 -6.17 0.25
C -1.80 -7.30 -0.54
C -1.44 -7.17 -1.88
C -1.17 -5.92 -2.41
H -3.54 -4.14 -1.92
H -5.50 -3.42 -3.16
H -5.29 -1.80 -5.03
H -3.05 -0.90 -5.58
H -1.09 -1.61 -4.34
H -1.72 -4.03 0.34
H -2.20 -6.26 1.29
H -2.01 -8.28 -0.13
H -1.38 -8.05 -2.51
H -0.90 -5.81 -3.45
C -0.87 0.62 5.62
C -0.52 2.11 5.63
C -0.77 2.89 4.31
C -0.26 4.33 4.49
C -0.49 5.20 3.26
C -2.28 2.91 4.09
O -3.03 3.62 4.72
N -2.76 2.02 3.16
C -1.97 1.17 2.39
O -2.55 0.33 1.67
N -0.64 1.30 2.39
C 0.02 2.18 3.20
O 1.22 2.36 3.11
H -0.63 0.18 6.58
H -0.32 0.07 4.85
H -1.94 0.46 5.44
H 0.54 2.23 5.86
H -1.09 2.62 6.41
H 0.80 4.26 4.70
H -0.77 4.76 5.35
H -0.05 4.75 2.37
H -0.03 6.18 3.39
H -1.56 5.35 3.08
H -3.76 1.93 3.06
*
```

## Properties
energy = -66014.9200 eV
LUMO = 1.05 eV
frontier orbital gap = 4.7 eV
molecular weight = 875.72 g/mol
largest force on an atom = 0.52 eV Å⁻¹

***

(2)
Formula: C20H61N3O9
Source: the OMol25 dataset
Level of theory: ωB97M-V with the def2-TZVPD basis set

ORCA input file:
```
! RIJCOSX wB97M-V def2-TZVPD def2/J DEFGRID3
* xyz 0 1
C 3.50 -0.66 -1.22
C 2.98 0.79 -1.23
O 1.66 0.71 -0.97
H 4.52 -0.73 -1.59
H 3.03 -1.30 -1.98
H 3.48 -1.21 -0.28
H 3.13 1.36 -2.15
H 3.53 1.25 -0.42
H 1.18 1.46 -1.34
C -2.63 -0.33 -1.33
C -2.57 -0.81 -2.83
O -3.87 -1.34 -3.06
H -2.85 -1.10 -0.59
H -3.35 0.48 -1.31
H -1.74 0.27 -1.11
H -1.82 -1.54 -3.13
H -2.36 0.02 -3.51
H -4.61 -0.73 -2.99
C -2.98 2.01 1.30
C -2.11 1.96 0.05
O -2.81 1.84 -1.16
H -2.29 2.38 2.05
H -3.34 1.03 1.64
H -3.84 2.68 1.25
H -1.47 1.08 0.10
H -1.50 2.87 0.03
H -2.23 1.88 -1.93
C -1.63 -1.78 1.15
C -0.74 -2.42 0.03
O 0.57 -1.97 -0.03
H -2.49 -2.43 1.33
H -1.96 -0.77 0.89
H -1.02 -1.73 2.05
H -1.24 -2.20 -0.92
H -0.86 -3.47 0.32
H 0.46 -1.03 -0.17
C -1.14 0.31 1.68
C -0.74 1.30 2.76
C -0.84 0.80 4.23
O -2.19 0.40 4.43
C -2.50 0.05 5.73
N 0.60 1.75 2.49
H -0.57 -0.61 1.84
H -0.83 0.68 0.70
H -2.17 -0.03 1.66
H -1.36 2.19 2.65
H -0.53 1.55 4.96
H -0.10 0.02 4.42
H -1.82 -0.73 6.08
H -3.53 -0.28 5.69
H -2.51 0.89 6.43
H 0.74 1.75 1.49
H 1.13 0.92 2.73
C 0.25 -0.37 -6.21
C -0.94 0.18 -5.48
C -0.62 0.80 -4.12
O -0.15 -0.28 -3.26
C 0.17 0.14 -1.96
N -1.54 1.17 -6.36
H 0.76 -1.17 -5.66
H 0.92 0.43 -6.52
H -0.01 -0.93 -7.11
H -1.67 -0.57 -5.18
H -1.57 1.11 -3.69
H 0.06 1.65 -4.08
H 0.77 -0.68 -1.56
H -0.75 0.14 -1.38
H 0.68 1.10 -2.01
H -1.70 0.67 -7.22
H -0.86 1.90 -6.52
C 3.84 -2.86 3.85
C 3.52 -1.71 2.90
C 2.37 -0.71 3.27
O 2.13 0.46 2.47
C 2.20 0.22 1.06
N 4.80 -1.07 2.53
H 4.66 -3.53 3.59
H 2.97 -3.49 3.98
H 4.07 -2.44 4.83
H 3.30 -2.15 1.93
H 2.57 -0.50 4.32
H 1.44 -1.26 3.33
H 3.24 0.13 0.76
H 1.82 1.13 0.58
H 1.61 -0.63 0.70
H 5.27 -0.89 3.41
H 4.65 -0.12 2.21
O 0.17 -0.12 0.04
H 1.10 0.07 -0.10
H -0.29 0.56 -0.46
O -0.27 1.74 -1.03
H 0.50 2.31 -1.02
H -0.80 2.05 -1.76
*
```

## Properties
energy = -44579.4428 eV
LUMO = -0.72 eV
frontier orbital gap = 6.6 eV
molecular weight = 487.72 g/mol
largest force on an atom = 12.95 eV Å⁻¹

***

(3)
Formula: C32H95N5O17
Source: the OMol25 dataset
Level of theory: ωB97M-V with the def2-TZVPD basis set

ORCA input file:
```
! RIJCOSX wB97M-V def2-TZVPD def2/J DEFGRID3
* xyz 0 1
C -9.68 -1.38 -4.96
O -9.64 -0.43 -3.94
H -10.70 -1.64 -5.25
H -9.21 -1.09 -5.91
H -9.25 -2.32 -4.61
H -9.94 -0.81 -3.11
C 2.50 2.62 4.61
O 2.95 1.41 4.03
H 1.68 2.49 5.31
H 3.26 3.24 5.07
H 2.13 3.23 3.78
H 3.30 0.91 4.77
C -2.91 -4.10 -6.48
O -2.08 -3.97 -7.66
H -2.31 -3.90 -5.59
H -3.74 -3.40 -6.51
H -3.35 -5.09 -6.34
H -1.52 -3.20 -7.57
C 1.12 7.50 -1.40
O 1.58 6.84 -2.54
H 1.70 8.38 -1.15
H 0.09 7.81 -1.61
H 1.19 6.81 -0.56
H 2.53 6.83 -2.47
C -2.85 1.92 -8.20
C -1.57 2.32 -7.53
C -0.23 2.13 -8.32
O 0.04 0.74 -8.53
C 1.32 0.59 -9.10
N -1.74 3.55 -6.82
H -3.65 1.76 -7.48
H -2.84 1.00 -8.77
H -3.02 2.59 -9.04
H -1.49 1.58 -6.74
H 0.55 2.54 -7.68
H -0.19 2.74 -9.23
H 2.12 0.84 -8.41
H 1.44 1.31 -9.91
H 1.36 -0.43 -9.50
H -2.22 3.34 -5.95
H -0.85 3.89 -6.48
C 7.12 -4.74 -6.36
C 7.29 -3.66 -5.24
C 7.26 -4.46 -3.85
O 6.00 -5.13 -3.74
C 4.87 -4.27 -3.41
N 8.58 -3.06 -5.37
H 6.19 -5.29 -6.25
H 7.82 -5.57 -6.37
H 7.16 -4.35 -7.38
H 6.49 -2.92 -5.28
H 7.55 -3.82 -3.01
H 7.99 -5.26 -3.87
H 4.50 -3.65 -4.23
H 5.15 -3.70 -2.52
H 4.05 -4.93 -3.14
H 8.65 -2.31 -4.69
H 9.29 -3.68 -5.03
C -9.56 5.64 1.38
C -8.63 6.80 1.69
C -9.15 7.84 2.73
O -10.37 8.40 2.20
C -11.10 9.18 3.09
N -7.30 6.28 2.04
H -10.07 5.74 0.42
H -10.30 5.55 2.17
H -9.03 4.69 1.33
H -8.52 7.36 0.76
H -8.39 8.61 2.81
H -9.12 7.43 3.74
H -10.54 9.99 3.56
H -11.53 8.60 3.91
H -11.90 9.50 2.43
H -7.36 5.55 2.74
H -6.83 5.75 1.31
C 7.23 2.65 -2.65
C 8.20 3.73 -2.18
C 9.59 3.51 -2.83
O 10.22 2.23 -2.54
C 10.67 2.04 -1.21
N 7.67 4.98 -2.64
H 7.27 2.63 -3.74
H 6.20 2.81 -2.31
H 7.54 1.65 -2.35
H 8.19 3.65 -1.09
H 10.24 4.36 -2.64
H 9.38 3.49 -3.90
H 11.43 1.26 -1.22
H 9.97 1.53 -0.55
H 11.05 2.96 -0.79
H 8.10 5.81 -2.25
H 7.80 5.23 -3.61
C 4.92 -5.08 4.83
C 5.99 -4.29 5.54
C 7.12 -3.84 4.63
O 8.03 -4.82 4.14
C 8.83 -5.51 5.11
N 5.34 -3.17 6.26
H 3.95 -5.11 5.33
H 5.28 -6.09 4.68
H 4.78 -4.62 3.86
H 6.29 -4.99 6.32
H 7.79 -3.10 5.06
H 6.70 -3.36 3.75
H 9.49 -4.77 5.56
H 9.47 -6.28 4.68
H 8.23 -5.99 5.88
H 4.39 -3.40 6.52
H 5.75 -3.10 7.19
C -3.54 0.26 -0.63
C -2.20 0.65 -0.01
O -1.43 -0.43 0.48
O -4.13 1.49 -1.12
H -4.21 -0.38 -0.06
H -3.36 -0.39 -1.49
H -2.45 1.27 0.85
H -1.62 1.23 -0.74
H -0.73 -0.07 1.04
H -4.93 1.27 -1.61
C -7.44 -0.63 5.15
C -8.47 -1.10 6.19
O -9.26 -2.07 5.58
O -6.85 0.60 5.53
H -8.04 -0.50 4.25
H -6.69 -1.40 5.00
H -9.13 -0.32 6.57
H -7.86 -1.44 7.03
H -9.85 -2.42 6.25
H -6.58 0.41 6.43
C -1.58 -1.85 8.81
C -1.55 -0.56 9.68
O -2.64 0.28 9.52
O -0.61 -2.78 9.17
H -1.46 -1.67 7.74
H -2.52 -2.33 9.03
H -0.66 -0.02 9.39
H -1.34 -0.88 10.70
H -2.61 0.91 10.25
H -0.99 -3.66 9.11
C -3.27 -6.43 3.05
C -3.45 -7.89 3.43
O -2.27 -8.61 3.70
O -2.77 -6.28 1.68
H -2.47 -6.00 3.65
H -4.23 -5.92 3.16
H -4.01 -8.41 2.65
H -4.05 -7.93 4.34
H -1.79 -8.82 2.89
H -2.27 -5.46 1.70
*
```

## Properties
energy = -76971.3202 eV
LUMO = 0.12 eV
frontier orbital gap = 8.9 eV
molecular weight = 822.13 g/mol
largest force on an atom = 3.22 eV Å⁻¹

***

(4)
Formula: C11H24ClIN2O2PSZr
Source: the OMol25 dataset
Level of theory: ωB97M-V with the def2-TZVPD basis set

ORCA input file:
```
! RIJCOSX wB97M-V def2-TZVPD def2/J DEFGRID3
* xyz 3 1
C -2.74 -7.08 1.21
C -1.99 -6.09 0.35
H -2.75 -8.05 0.70
H -3.77 -6.75 1.37
H -2.25 -7.19 2.19
O -1.47 -6.32 -0.72
I -1.80 -4.00 1.07
Zr 0.13 -0.70 0.23
P -1.90 0.47 -0.97
C -2.04 1.17 -2.66
C -3.17 -0.84 -1.05
H -2.98 1.45 0.97
H -3.83 1.86 -0.55
H -2.32 2.72 -0.11
C -2.85 1.76 -0.07
H -3.30 -1.27 -0.05
H -4.10 -0.38 -1.40
H -3.10 1.36 -2.86
H -1.65 0.46 -3.39
H -2.85 -1.62 -1.75
H -1.48 2.10 -2.72
C 0.83 0.21 -1.67
O 1.26 0.79 -2.60
Cl -1.29 -0.55 2.16
C 4.14 -0.02 0.43
N 4.09 1.43 0.69
C 5.38 2.09 0.89
C 2.90 2.05 0.87
S 1.44 1.03 1.26
N 2.72 3.39 0.83
C 3.70 4.44 1.11
C 1.34 3.92 0.76
H 5.18 -0.35 0.43
H 3.68 -0.26 -0.54
H 3.59 -0.57 1.22
H 5.58 2.83 0.10
H 5.44 2.53 1.90
H 6.19 1.35 0.84
H 3.64 5.21 0.33
H 3.49 4.92 2.08
H 4.73 4.09 1.15
H 0.87 3.68 -0.20
H 0.72 3.53 1.58
H 1.40 5.01 0.86
*
```

## Properties
energy = -60870.7223 eV
LUMO = -12.81 eV
frontier orbital gap = 4.6 eV
molecular weight = 532.95 g/mol
largest force on an atom = 8.62 eV Å⁻¹

***

(5)
Formula: C12H23FNO5
Source: the OMol25 dataset
Level of theory: ωB97M-V with the def2-TZVPD basis set

ORCA input file:
```
! RIJCOSX wB97M-V def2-TZVPD def2/J DEFGRID3
* xyz -1 1
C 5.96 -2.12 -0.49
C 4.41 -1.56 -0.44
C 4.25 -0.02 -1.03
C 2.66 0.08 -1.55
O 1.87 -0.59 -0.49
C 0.74 -1.36 -1.05
N 1.10 -2.73 -1.58
F 1.59 -3.56 -0.63
C -0.42 -1.39 0.15
O -0.41 -2.25 1.17
O -1.50 -0.39 0.12
H 6.08 -2.65 -1.55
H 6.71 -1.23 -0.34
H 6.10 -2.96 0.32
H 3.77 -2.30 -1.12
H 4.00 -1.56 0.67
H 4.32 0.71 -0.10
H 5.02 0.24 -1.87
H 2.43 1.25 -1.58
H 2.50 -0.37 -2.62
H 0.24 -0.72 -1.93
H 0.25 -3.19 -2.02
C -2.64 1.88 4.73
C -1.26 1.78 4.14
O -0.37 2.57 4.47
C -1.00 0.69 3.14
H -2.68 2.72 5.43
H -3.37 2.06 3.93
H -2.88 0.96 5.26
H -1.66 0.82 2.28
H -1.17 -0.29 3.61
H 0.04 0.74 2.80
C -3.71 1.06 -1.21
C -4.19 1.17 -2.63
O -3.64 0.54 -3.54
C -5.38 2.06 -2.90
H -2.85 0.38 -1.17
H -3.40 2.05 -0.85
H -4.51 0.66 -0.58
H -5.14 3.09 -2.62
H -6.25 1.70 -2.34
H -5.61 2.03 -3.97
*
```

## Properties
energy = -27257.4112 eV
LUMO = 3.05 eV
frontier orbital gap = 7.7 eV
molecular weight = 280.32 g/mol
largest force on an atom = 7.21 eV Å⁻¹

***

(6)
Formula: C2H8FP3
Source: the OMol25 dataset
Level of theory: ωB97M-V with the def2-TZVPD basis set

ORCA input file:
```
! RIJCOSX wB97M-V def2-TZVPD def2/J DEFGRID3
* xyz 0 1
C -1.87 -0.68 0.42
C 0.36 0.24 0.78
F -1.87 -1.75 1.29
P -0.04 1.69 1.76
P 1.10 -1.28 -1.82
P 1.14 0.53 -0.72
H -2.63 -0.01 0.79
H -1.98 -0.98 -0.59
H 0.49 -0.67 1.36
H 1.36 1.50 2.10
H 0.34 2.73 0.88
H 1.25 -0.71 -3.18
H 2.45 -1.64 -1.75
H -0.10 1.02 -1.31
*
```

## Properties
energy = -32782.4032 eV
LUMO (spin up / spin down) = -0.02 / 0.08 eV
frontier orbital gap (spin up / spin down) = 8.1 / 7.8 eV
molecular weight = 144.01 g/mol
largest force on an atom = 4.92 eV Å⁻¹

***

(7)
Formula: C5H6ClN
Source: the OMol25 dataset
Level of theory: ωB97M-V with the def2-TZVPD basis set

ORCA input file:
```
! RIJCOSX wB97M-V def2-TZVPD def2/J DEFGRID3
* xyz 0 1
Cl -2.24 -0.16 -0.22
C -0.52 -0.19 0.62
C 0.12 1.35 0.36
C 1.29 1.23 -0.17
C 1.79 -0.02 -0.58
N 1.83 -0.94 0.57
C 0.60 -0.91 -0.21
H -0.80 -0.36 1.57
H -0.60 2.21 0.68
H 1.91 2.06 -0.43
H 2.44 -0.01 -1.51
H 2.53 -1.74 0.26
H 0.15 -1.55 -0.88
*
```

## Properties
energy = -19291.1988 eV
LUMO = 0.84 eV
frontier orbital gap = 10.2 eV
molecular weight = 115.56 g/mol
largest force on an atom = 7.76 eV Å⁻¹
SMILES = Cl[C@@H]1C=C[C@H]2N[C@@H]12

***

> What is the energy in the fifth record?

-27257.4112 eV

***

> Which value of energy does entry 5 give?

-27257.4112 eV